Here is an isolated ion of composition HOS3 and charge -1 from the OMol25 dataset. Energies are from wB97M-V/def2-TZVPD.

Values from the calculation:
E_tot	-34569.504	eV
HOMO energy	-0.149	hartree
SMILES	O=[S@H](=S)[S-]
relative energy (zero: lowest compared OMol25 entry of this formula, charge and spin)	0.9454	eV
lowest unoccupied orbital energy	3.610	eV

Geometry as ORCA input:
```
! wB97M-V def2-TZVPD RIJCOSX def2/J DEFGRID3
* xyz -1 1
O 0.34997 -0.23456 -1.55085
S -0.27435 -1.85784 0.74925
S -1.18623 1.61881 0.35215
S 0.00986 -0.14443 -0.17915
H 1.10075 0.61801 0.62861
*
```

And the Mulliken charges, in e, turn out to be:
1 O -0.501
2 S -0.433
3 S -0.542
4 S 0.330
5 H 0.146

Here is a 2-piece molecular cluster, C6H12N3O overall from the OMol25 dataset. Energies are from wB97M-V/def2-TZVPD.

Values from the calculation:
E_tot	-12925.141	eV
HOMO energy	-0.481	hartree
relative energy (zero: lowest compared OMol25 entry of this formula, charge and spin)	4.3763	eV
lowest unoccupied orbital energy	-3.568	eV

Geometry as ORCA input:
```
! wB97M-V def2-TZVPD RIJCOSX def2/J DEFGRID3
* xyz 1 1
C 0.55616 -0.22449 0.47142
C -1.37745 0.38830 1.40773
C 1.76999 -2.05458 -0.43208
C 2.29041 0.26653 -1.04502
C -3.23738 0.96866 -0.08730
C -1.89032 1.47492 0.62294
N 0.63599 -1.54563 0.28447
N 2.72690 -1.04495 -0.53771
N 1.33238 0.68624 -0.13414
O -1.48285 -0.44485 2.18686
H 2.12031 -2.90910 0.06937
H 1.46877 -2.20996 -1.41375
H 3.13080 0.93791 -1.14063
H 1.93043 0.12741 -2.14347
H -3.29218 0.58967 -1.03999
H -3.66201 0.17900 0.57103
H -3.91807 1.78426 -0.09910
H -2.11254 2.36788 1.19063
H -1.20225 1.87222 -0.06805
H -0.09005 -2.01535 0.81858
H 3.18184 -0.82510 0.38798
H 1.12112 1.63100 0.13022
*
```

Atom charges from the Mulliken analysis, given in e for atoms 1 to 5:
1 C -0.128
2 C 0.519
3 C -0.519
4 C -0.509
5 C -1.201

Here is a 2-piece molecular cluster, C11H12ClNO2P overall from the OMol25 dataset. Energies are from wB97M-V/def2-TZVPD.

Values from the calculation:
E_tot	-39000.130	eV
HOMO energy	-0.141	hartree
lowest unoccupied orbital energy	2.497	eV

Geometry as ORCA input:
```
! wB97M-V def2-TZVPD RIJCOSX def2/J DEFGRID3
* xyz -1 1
C 3.31229 -1.52500 -0.21118
C 1.99821 -0.99601 0.36461
P 1.52944 0.56105 -0.46324
C 1.71742 1.87001 0.82185
C -0.28200 0.63182 -0.83023
C -0.71577 1.40974 -1.91044
C -2.05321 1.50650 -2.26465
C -3.04007 0.80714 -1.58122
C -2.62659 0.04047 -0.51068
C -1.28773 -0.02954 -0.13049
C -1.27193 -0.90440 1.09345
O -0.60345 -0.89782 2.06575
N -2.43441 -1.75912 0.89993
C -3.40336 -0.83086 0.42545
O -4.54757 -0.76788 0.76561
H 3.14478 -2.41698 -0.81945
H 3.79779 -0.80043 -0.86127
H 3.98308 -1.81158 0.59311
H 1.22533 -1.75632 0.34540
H 2.20665 -0.73852 1.48112
H 2.78905 1.97755 0.95909
H 1.34948 2.80766 0.41228
H 1.25395 1.61040 1.76900
H 0.03923 1.93591 -2.47556
H -2.30895 2.14148 -3.10199
H -4.08548 0.86865 -1.84150
H -2.75445 -2.05110 1.82751
Cl 3.06829 -0.88279 3.17776
*
```

Atom charges from the Mulliken analysis, given in e for atoms 1 to 5:
1 C -1.209
2 C 0.219
3 P -0.172
4 C -1.115
5 C 0.153

Here is a 2-piece molecular cluster, C2H2NO4S2 overall from the OMol25 dataset. Energies are from wB97M-V/def2-TZVPD.

Values from the calculation:
E_tot	-33456.303	eV
HOMO energy	-0.138	hartree
relative energy (zero: lowest compared OMol25 entry of this formula, charge and spin)	1.9079	eV
lowest unoccupied orbital energy	3.365	eV

Geometry as ORCA input:
```
! wB97M-V def2-TZVPD RIJCOSX def2/J DEFGRID3
* xyz -1 1
C -3.04887 -0.00325 0.35694
C 0.42872 -0.00478 -0.63107
N 1.36120 -0.06543 0.26788
O -2.39069 -0.55942 1.08922
O -3.78385 0.50038 -0.33735
O 2.42689 -1.08112 0.28374
O 1.79682 1.12381 0.84437
S -0.30362 1.51426 -0.84333
S -0.08432 -1.46942 -1.33172
H 1.72584 1.88361 0.20161
H 1.87189 -1.83864 0.09972
*
```

Atom charges from the Mulliken analysis, given in e for atoms 1 to 5:
1 C 0.681
2 C 0.203
3 N 0.202
4 O -0.327
5 O -0.365

Here is one molecule with the formula C3H8N2S from the OMol25 dataset. Energies are from wB97M-V/def2-TZVPD.

Values from the calculation:
E_tot	-17054.753	eV
HOMO energy	-0.326	hartree
SMILES	CSC/C=N\N
relative energy (zero: lowest compared OMol25 entry of this formula, charge and spin)	1.9770	eV
lowest unoccupied orbital energy	0.851	eV

Geometry as ORCA input:
```
! wB97M-V def2-TZVPD RIJCOSX def2/J DEFGRID3
* xyz 0 1
C 2.36459 0.36000 0.11488
C -0.10876 -0.74621 0.36781
C -1.39832 -1.07199 -0.24188
H 3.12533 0.62330 -0.58400
H 2.14846 1.25416 0.73926
H 2.75750 -0.43406 0.75853
H -0.21806 0.10117 1.04671
H 0.34684 -1.58014 0.90492
H -1.51296 -2.10920 -0.59990
H -2.86040 1.60780 -0.58923
H -1.15262 1.41963 -0.38539
N -2.37531 -0.29847 -0.44790
N -2.12632 1.05549 -0.12613
S 1.01002 -0.18147 -0.95767
*
```

Atom charges from the Mulliken analysis, given in e for atoms 1 to 5:
1 C -0.825
2 C -0.681
3 C -0.102
4 H 0.319
5 H 0.276

Here is C25H25CrN3O2SSi as an isolated structure from the OMol25 dataset. Energies are from wB97M-V/def2-TZVPD.

Values from the calculation:
E_tot	-82025.512	eV
HOMO energy (spin up / spin down)	-0.403 / -0.402	hartree
lowest unoccupied orbital energy (spin up / spin down)	-4.397 / -4.199	eV

Geometry as ORCA input:
```
! wB97M-V def2-TZVPD RIJCOSX def2/J DEFGRID3
* xyz 1 2
Cr -0.22868 -0.28085 -1.00372
C -3.25754 -1.28879 -1.40219
O -2.26397 -0.23456 -1.44088
C -2.73898 1.06340 -1.68107
C -4.07078 1.36921 -1.86456
C -4.42071 2.69338 -2.10332
C -3.45071 3.68228 -2.15155
C -2.11719 3.36067 -1.95423
C -1.76024 2.04557 -1.71256
N -0.42537 1.59313 -1.46292
N 0.46386 2.50199 -1.58643
C 1.76440 2.27726 -1.37622
C 2.30792 1.00750 -1.06179
O 1.56420 -0.06277 -0.98347
C 3.69713 0.86271 -0.83243
C 4.51173 1.93968 -0.92864
C 4.02603 3.24346 -1.26247
C 4.90693 4.33510 -1.36867
C 4.43654 5.57788 -1.70306
C 3.06626 5.75935 -1.94034
C 2.18815 4.70695 -1.83731
C 2.65253 3.42770 -1.49559
H -3.93641 -1.11241 -0.57067
H -2.71147 -2.21221 -1.25948
H -3.79443 -1.30004 -2.34725
H -4.83510 0.60772 -1.82977
H -5.46252 2.94381 -2.25149
H -3.73247 4.70970 -2.33763
H -1.34697 4.11745 -1.97749
H 4.07100 -0.12366 -0.59386
H 5.57487 1.81883 -0.75516
H 5.96300 4.17675 -1.18451
H 5.11677 6.41460 -1.78632
H 2.69502 6.73949 -2.21054
H 1.13425 4.85385 -2.02465
C -0.22219 -5.66728 0.79068
Si -0.33921 -4.68115 2.35735
C 1.16548 -4.96850 3.41382
C -1.90662 -5.11722 3.26398
C -0.43641 -2.79060 2.10852
C -0.55484 -2.00782 3.25038
C -0.65586 -0.61264 3.20909
C -0.64735 -0.00311 1.98466
N -0.52808 -0.73808 0.86579
C -0.40080 -2.08195 0.89615
S -0.15864 -2.67686 -0.72503
H -0.21584 -6.72728 1.06116
H 0.69340 -5.45388 0.23569
H -1.07080 -5.49390 0.12596
H 1.29229 -6.03396 3.62213
H 1.09850 -4.44896 4.37290
H 2.06460 -4.61813 2.90084
H -1.94692 -6.19045 3.46807
H -2.78307 -4.85835 2.66469
H -1.98640 -4.59551 4.22094
H -0.56532 -2.49308 4.22228
H -0.74195 -0.02403 4.11105
H -0.74102 1.06857 1.86117
*
```

Atom charges from the Mulliken analysis, given in e for atoms 1 to 5:
1 Cr 0.614
2 C -1.062
3 O -0.105
4 C 1.371
5 C -0.594